# C36H27F5N2OOsPS3

A molecular structure, C36H27F5N2OOsPS3 (ωB97M-V/def2-TZVPD, the Open Molecules 2025 dataset).

```
76
Properties=species:S:1:pos:R:3:lowdin_spin:R:1
Os -1.02 0.44 1.32 2.3451
S -1.78 -1.39 5.49 0.8560
C -1.57 -0.77 3.93 0.1167
S -0.74 0.71 3.73 0.0700
S -2.15 -1.55 2.55 0.2005
F -0.60 3.44 0.88 0.0373
C -1.93 3.25 0.99 0.0496
C -2.41 1.96 1.22 0.0388
C -3.79 1.83 1.30 0.0443
F -4.34 0.62 1.48 0.0124
C -4.65 2.91 1.15 -0.0062
F -5.97 2.74 1.21 -0.0047
C -4.12 4.17 0.91 0.0392
F -4.94 5.20 0.75 0.0133
C -2.75 4.34 0.83 -0.0057
F -2.25 5.55 0.59 -0.0042
C 4.28 -3.06 3.06 0.0006
N 3.11 -2.80 2.22 0.0075
N 2.67 -1.51 2.00 0.0094
C 1.37 -1.55 1.62 0.0133
O 0.79 -0.48 1.23 0.1195
C 0.96 -2.90 1.66 0.0066
C 2.06 -3.62 2.06 -0.0006
C 2.18 -5.08 2.35 -0.0002
C 3.57 -0.42 1.81 0.0005
C 4.67 -0.57 0.97 0.0005
C 5.51 0.51 0.77 0.0000
C 5.24 1.73 1.38 0.0004
C 4.14 1.87 2.20 -0.0001
C 3.30 0.79 2.43 0.0004
H 4.86 -2.14 3.13 0.0000
H 4.89 -3.82 2.60 0.0002
H 3.97 -3.37 4.05 0.0003
H -0.02 -3.27 1.42 0.0004
H 1.28 -5.59 2.03 0.0000
H 2.30 -5.25 3.42 -0.0001
H 3.03 -5.51 1.84 -0.0001
H 4.84 -1.52 0.47 0.0000
H 6.38 0.40 0.13 0.0000
H 5.90 2.57 1.21 0.0000
H 3.93 2.82 2.68 0.0000
H 2.43 0.87 3.08 0.0000
C -4.05 -2.87 -2.89 0.0002
C -3.93 -2.77 -1.51 0.0002
C -3.06 -1.83 -0.96 0.0010
C -2.32 -0.99 -1.78 -0.0031
C -2.47 -1.09 -3.17 -0.0009
C -3.32 -2.02 -3.72 -0.0001
P -1.22 0.26 -1.09 0.0181
C -1.80 1.77 -1.93 0.0038
C -0.95 2.73 -2.45 0.0006
C -1.47 3.90 -3.01 0.0000
C -2.84 4.10 -3.05 -0.0004
C -3.70 3.13 -2.55 0.0003
C -3.18 1.97 -1.99 0.0001
C 0.45 -0.09 -1.71 0.0066
C 0.75 -1.24 -2.42 0.0001
C 2.06 -1.50 -2.82 0.0004
C 3.07 -0.60 -2.51 0.0001
C 2.78 0.55 -1.79 0.0005
C 1.48 0.80 -1.38 0.0057
H -4.73 -3.59 -3.32 0.0000
H -4.51 -3.41 -0.86 0.0000
H -2.99 -1.74 0.12 0.0007
H -1.91 -0.41 -3.82 0.0000
H -3.43 -2.09 -4.79 0.0000
H 0.13 2.59 -2.44 -0.0001
H -0.80 4.64 -3.41 0.0000
H -3.24 5.00 -3.48 0.0000
H -4.77 3.27 -2.59 0.0001
H -3.86 1.21 -1.61 0.0001
H -0.03 -1.95 -2.67 0.0000
H 2.28 -2.40 -3.38 0.0001
H 4.08 -0.80 -2.83 0.0000
H 3.56 1.25 -1.53 0.0000
H 1.27 1.68 -0.78 0.0048
```

## Properties
energy relative to the best compared isomer or geometry (same formula, charge and spin): 0.0 kcal per mole
largest force on an atom: 0.222 eV/A
Kohn-Sham gap (spin up / spin down): 7.45 / 5.89 eV
spin multiplicity: 5
total charge: +1
HOMO level (spin up / spin down): -10.318 / -11.242 eV



# C4H8NO2

A gas-phase ion, C4H8NO2 (charge +1) in a non-equilibrium geometry (ωB97M-V/def2-TZVPD, the Open Molecules 2025 dataset).

```
15
Properties=species:S:1:pos:R:3:nbo_charge:R:1
C -0.54 1.88 0.09 0.1039
C 1.25 0.16 0.02 -0.2858
C 1.10 -1.36 -0.05 -0.0775
C -1.02 -0.55 -0.32 0.5453
N -0.08 0.70 0.06 -0.2631
O -0.18 -1.58 0.31 -0.4882
O -2.19 -0.54 0.17 -0.6458
H -1.57 2.09 -0.10 0.2307
H 0.09 2.82 0.26 0.2420
H 1.80 0.42 0.97 0.2634
H 1.61 0.54 -0.90 0.2439
H 1.29 -1.78 -0.96 0.1930
H 1.81 -1.94 0.75 0.2288
H -1.03 -0.53 -1.39 0.1853
H -2.32 -0.34 1.11 0.5241
```

## Properties
energy relative to the best compared isomer or geometry (same formula, charge and spin): 56.6 kcal per mole
largest force on an atom: 4.603 eV/A
Kohn-Sham gap: 10.28 eV
total charge: +1
HOMO level: -15.302 eV
SMILES: C=[N+]1CCO[C@H]1O



# C7H13N4

2 unconnected molecules or ions with the total composition C7H13N4 in a non-equilibrium geometry (ωB97M-V/def2-TZVPD, the Open Molecules 2025 dataset).

```
24
Properties=species:S:1:pos:R:3:nbo_charge:R:1
C 0.17 -0.50 -0.38 -0.0616
C -0.62 -1.34 0.52 -0.0180
C -0.81 -2.19 -1.47 0.5209
C -0.69 -1.05 1.84 -0.2891
C 0.01 2.05 -0.28 0.1361
C -1.06 -3.23 -2.54 -0.6780
C 1.77 2.78 1.37 -0.0504
N 0.00 -1.12 -1.58 -0.5573
N -1.28 -2.31 -0.28 -0.5053
N 1.16 4.00 1.70 -0.8353
N 0.99 1.83 0.45 -0.5703
H -0.94 -1.80 2.59 0.2195
H -0.06 -0.25 2.14 0.2111
H -0.55 2.95 -0.50 0.1865
H -1.98 -2.97 -3.21 0.2764
H -1.58 -4.00 -1.96 0.2417
H -0.25 -3.52 -3.13 0.2646
H 2.73 2.95 1.05 0.2170
H 1.69 2.16 2.28 0.1935
H -1.75 -3.12 0.10 0.4460
H 1.10 4.86 1.17 0.3928
H 0.18 3.91 2.07 0.3689
H 1.20 0.75 0.45 0.4389
H 0.56 -0.81 -2.41 0.4511
```

## Properties
energy relative to the best compared isomer or geometry (same formula, charge and spin): 156.3 kcal per mole
largest force on an atom: 4.660 eV/A
Kohn-Sham gap (spin up / spin down): 5.61 / 7.73 eV
total charge: +1
HOMO level (spin up / spin down): -10.365 / -11.797 eV



# C6H5NO

A single C6H5NO molecule in a non-equilibrium geometry (ωB97M-V/def2-TZVPD, the Open Molecules 2025 dataset).

```
13
Properties=species:S:1:pos:R:3:nbo_charge:R:1
C 1.12 -1.00 -0.98 0.5734
C -0.27 -1.04 -1.23 -0.1855
C -1.11 -0.20 -0.67 -0.2162
C -1.12 0.61 0.45 -0.1228
C -0.08 0.84 1.46 -0.2094
C 1.28 0.72 0.99 0.1240
H -0.60 -1.43 -2.20 0.2303
H -2.25 -0.23 -0.83 0.2161
H -2.06 0.96 0.75 0.2004
H -0.33 1.32 2.31 0.2057
H 2.02 1.39 1.47 0.2024
N 1.61 -0.11 -0.05 -0.4792
O 1.79 -1.85 -1.46 -0.5393
```

## Properties
energy relative to the best compared isomer or geometry (same formula, charge and spin): 53.8 kcal per mole
largest force on an atom: 7.335 eV/A
Kohn-Sham gap: 8.00 eV
HOMO level: -9.244 eV
SMILES: O=c1cccccn1



Number 1: calculated total energy -100639.7123 eV. Number 2: calculated total energy -9853.8780 eV. Number 3: calculated total energy -13417.9160 eV. Number 4: calculated total energy -9836.8734 eV.